1.
Molecular formula: C35H103N5O14
Method: DFT, the ωB97M-V functional and the def2-TZVPD basis

XYZ file:
```
157
Properties=species:S:1:pos:R:3:forces:R:3:mulliken_charge:R:1
C -0.369 -0.190 -5.156 0.553 0.324 1.274 -0.161
O 1.037 -0.461 -5.086 0.515 -0.243 0.005 -0.685
H -0.519 0.901 -5.339 0.139 -0.870 0.123 0.331
H -0.853 -0.771 -5.930 -0.162 -0.139 -0.213 0.305
H -0.753 -0.460 -4.159 -0.578 0.283 -0.499 -0.245
H 1.220 -1.193 -4.455 -0.541 0.580 -0.458 0.260
C -0.269 -4.786 0.932 -1.640 1.185 -0.845 -0.114
O -1.586 -4.969 0.321 0.874 -0.548 -0.051 -0.564
H -0.099 -3.724 1.027 0.286 0.554 -0.115 -0.323
H -0.135 -5.169 1.924 -0.208 -0.907 0.359 0.405
H 0.394 -5.175 0.186 0.574 -0.417 -0.005 0.334
H -2.312 -4.559 0.793 0.129 0.219 0.477 0.266
C -1.386 4.145 3.868 -1.535 -0.502 -1.031 -0.982
O -1.272 2.940 3.076 0.910 0.337 0.580 -0.196
H -1.571 4.970 3.177 -0.045 0.220 0.163 0.272
H -2.289 4.024 4.511 0.688 0.016 -0.465 0.248
H -0.555 4.414 4.489 0.780 -0.284 0.336 0.351
H -0.426 2.938 2.574 -0.631 0.339 0.375 -0.014
C -2.690 4.246 -2.225 -1.160 -1.127 0.453 -1.151
C -1.909 3.521 -3.276 -0.247 -0.853 -0.133 0.565
O -0.555 3.974 -3.197 -0.356 -0.729 -0.375 -0.520
H -2.583 5.289 -2.408 0.254 0.993 0.518 0.413
H -2.434 3.863 -1.223 0.307 0.750 -0.252 0.038
H -3.766 4.020 -2.287 0.187 0.022 -0.297 0.387
H -2.391 3.698 -4.274 0.716 -0.085 0.531 0.327
H -2.030 2.426 -3.050 0.515 0.640 -0.442 -0.295
H 0.067 3.212 -3.296 -0.122 0.421 0.053 0.241
C 2.593 -4.209 -3.515 0.136 1.459 -0.989 -1.326
C 2.312 -3.210 -2.421 0.210 -0.180 0.740 -0.213
O 1.035 -2.598 -2.554 0.067 -0.042 -0.586 0.341
H 3.585 -4.617 -3.464 0.430 -0.463 0.438 0.437
H 2.639 -3.603 -4.459 -0.542 -0.803 0.459 0.231
H 1.838 -4.980 -3.522 -0.064 -0.253 -0.276 0.257
H 3.127 -2.489 -2.375 -0.329 0.593 -0.311 0.408
H 2.340 -3.646 -1.430 0.076 -0.616 0.378 0.253
H 0.397 -3.349 -2.640 0.142 0.568 0.035 -0.048
C -0.933 -4.870 -4.950 2.028 1.708 1.902 -0.926
C -1.590 -5.173 -3.621 1.396 -2.182 0.484 -0.233
O -0.766 -4.668 -2.564 0.106 0.842 0.207 -0.481
H 0.175 -4.973 -4.822 -0.854 -0.419 0.001 0.058
H -0.973 -3.810 -5.181 -0.592 0.183 -0.368 0.161
H -1.209 -5.489 -5.739 -0.832 -0.920 -1.328 0.497
H -1.549 -6.278 -3.478 -0.386 0.480 -0.265 0.259
H -2.607 -4.887 -3.499 -0.860 0.608 -0.124 0.357
H -1.226 -4.549 -1.713 -0.168 -0.422 -0.312 0.118
C -5.200 -2.968 2.701 0.553 -0.409 0.570 -0.532
C -6.425 -2.811 1.805 0.592 0.236 0.610 -0.367
O -6.024 -3.338 0.583 1.190 -0.969 -0.786 -0.530
H -5.357 -2.615 3.740 -0.092 -0.376 -0.529 0.401
H -4.302 -2.435 2.334 -0.664 0.015 -0.101 -0.231
H -4.903 -4.051 2.693 -0.403 0.844 0.266 0.323
H -6.720 -1.772 1.664 -0.100 0.161 0.362 0.287
H -7.254 -3.406 2.184 -0.238 0.165 0.335 0.342
H -6.577 -3.067 -0.128 -0.818 0.357 -0.693 0.277
C -5.049 1.177 -3.505 0.029 -1.461 -0.661 -0.749
C -5.200 -0.384 -3.579 -0.946 0.696 0.347 -0.099
O -3.975 -0.956 -4.000 0.536 -0.871 0.101 -0.449
H -5.949 1.596 -3.055 -0.016 0.029 -0.096 0.393
H -4.927 1.544 -4.531 0.136 0.260 0.364 0.378
H -4.194 1.432 -2.866 -0.156 -0.066 -0.296 -0.142
H -6.011 -0.702 -4.317 0.710 0.552 1.133 0.372
H -5.472 -0.649 -2.522 0.144 -0.441 -0.898 0.064
H -3.980 -1.942 -3.977 -0.355 1.289 0.076 0.235
C -5.226 1.893 2.734 -1.579 1.191 0.407 -1.709
C -4.100 1.322 1.970 1.299 0.449 -0.511 2.069
O -4.315 1.670 0.595 0.470 -0.878 -0.402 -0.627
H -5.283 2.990 2.521 -0.060 -0.820 -0.056 0.361
H -5.145 1.845 3.817 0.327 -0.344 0.154 0.394
H -6.200 1.440 2.465 0.454 0.237 -0.015 0.342
H -4.017 0.228 2.045 -0.010 0.116 0.243 -0.398
H -3.150 1.810 2.311 -0.590 -0.644 -0.156 -0.597
H -3.794 1.015 0.076 -0.362 0.592 0.307 0.277
C 4.623 -0.388 1.835 -0.810 0.827 -0.421 -1.355
C 3.994 -1.753 1.830 0.381 -1.097 0.498 0.397
C 4.551 -2.600 2.996 -0.609 -0.348 0.270 -0.939
O 3.848 -2.267 4.193 1.211 -0.109 1.032 -0.166
C 4.300 -3.122 5.294 -0.998 0.837 -0.430 -0.899
N 2.546 -1.679 1.921 0.041 1.954 -0.089 0.061
H 4.272 0.198 0.959 0.201 -0.185 0.527 0.069
H 5.707 -0.393 1.842 0.146 -0.221 -0.086 0.562
H 4.286 0.105 2.750 0.071 0.276 -0.032 0.224
H 4.231 -2.283 0.899 0.190 0.027 0.066 0.304
H 5.638 -2.489 3.146 -0.211 -0.023 -0.184 0.417
H 4.303 -3.660 2.813 0.387 0.028 -0.233 0.492
H 3.501 -3.045 6.085 1.029 -0.130 -0.762 0.254
H 5.322 -2.917 5.690 -0.747 0.381 -0.338 0.263
H 4.337 -4.103 4.845 -0.101 -0.748 0.375 0.391
H 2.288 -0.956 2.631 -0.014 -1.152 -0.609 -0.400
H 2.123 -2.569 2.106 -0.178 -0.224 0.381 0.141
C -0.498 0.399 1.378 -0.481 0.442 1.402 2.398
C -0.279 -0.477 0.202 0.541 0.743 -1.209 2.389
C -1.366 -0.281 -0.890 1.593 0.033 0.074 -1.450
O -2.642 -0.509 -0.440 -1.351 -0.895 0.818 0.368
C -2.906 -1.876 -0.142 -0.161 0.517 -0.945 -0.190
N 1.046 -0.072 -0.383 -0.892 -0.761 -1.288 1.424
H 0.192 0.113 2.178 -0.035 0.245 -0.263 -0.567
H -1.517 0.374 1.818 0.482 -0.103 -0.416 -0.254
H -0.252 1.427 1.123 -0.162 0.112 -0.141 -1.399
H -0.302 -1.512 0.516 0.168 -0.572 -0.013 -1.626
H -1.167 -0.930 -1.756 0.212 0.038 -0.013 0.475
H -1.381 0.748 -1.216 0.365 0.508 -0.229 -0.324
H -3.977 -1.976 -0.184 -0.373 -0.265 0.145 0.356
H -2.544 -2.194 0.823 0.263 0.084 0.556 -0.329
H -2.455 -2.525 -0.906 -0.023 0.089 0.014 0.039
H 1.042 -0.484 -1.328 0.166 0.172 0.302 -0.373
H 1.818 -0.559 0.064 -0.239 -0.053 0.554 -0.544
C -1.673 -2.102 4.572 -1.534 -0.258 0.947 -1.643
C -0.345 -1.566 4.187 1.556 -0.275 -0.394 2.920
C -0.173 -0.134 4.633 -0.665 0.179 2.347 -1.465
O 1.107 0.307 4.309 1.309 1.086 0.064 -0.002
C 1.633 1.445 5.045 -0.918 0.089 -0.564 -0.691
N 0.789 -2.364 4.777 -1.141 0.126 -0.370 -0.625
H -1.847 -2.151 5.684 0.402 -0.142 -1.029 0.378
H -1.915 -3.055 4.101 0.423 -0.394 0.301 0.400
H -2.481 -1.490 4.174 0.022 0.526 -0.002 0.236
H -0.307 -1.501 3.088 0.119 -0.516 0.052 -1.076
H -0.268 -0.153 5.754 -0.027 0.110 -0.620 0.705
H -0.970 0.531 4.257 0.285 -0.162 -0.174 0.057
H 0.944 2.331 5.007 0.340 -0.829 -0.057 0.063
H 2.554 1.734 4.537 -0.041 -0.125 0.053 0.228
H 1.857 1.232 6.103 -0.210 -0.303 -0.336 0.254
H 0.772 -3.352 4.505 -0.276 0.472 -0.009 0.340
H 1.657 -1.987 4.433 0.357 0.098 0.042 0.058
C 4.801 3.392 0.888 1.507 0.809 -0.152 -1.412
C 3.494 4.117 0.812 -0.946 -1.279 1.154 0.654
C 2.358 3.065 1.036 0.673 1.083 -0.717 0.426
O 1.080 3.727 1.080 0.893 -0.651 0.825 -0.263
C 0.390 3.881 -0.144 0.575 0.091 -0.250 -0.201
N 3.483 5.060 1.918 0.591 0.471 -0.002 -0.734
H 4.938 2.810 1.787 -0.384 -0.202 0.385 0.348
H 5.671 4.077 0.885 -0.481 0.053 0.022 0.458
H 4.988 2.768 0.052 -0.067 -0.872 -0.971 0.181
H 3.320 4.585 -0.129 0.082 0.465 -1.079 0.190
H 2.656 2.677 2.023 -0.931 -0.307 -0.178 -0.225
H 2.387 2.278 0.238 -0.135 0.456 0.741 -0.338
H -0.418 4.552 0.102 -0.331 0.132 -0.362 0.428
H 0.041 2.940 -0.517 -0.630 -0.820 0.019 -0.424
H 0.974 4.245 -0.999 0.235 0.502 0.454 0.314
H 2.580 5.471 2.066 -0.503 0.130 -0.116 0.237
H 4.131 5.815 1.679 -0.281 -0.195 0.338 0.283
C 4.020 1.489 -3.059 -0.440 -0.349 -0.251 -1.471
C 2.942 2.569 -3.069 -0.084 0.112 0.578 2.492
C 3.086 3.509 -4.253 1.273 0.715 0.958 -1.043
O 4.420 4.037 -4.353 -0.074 0.874 0.346 -0.474
C 4.608 5.237 -3.555 -0.422 -0.509 -0.664 -0.215
N 1.560 2.027 -3.097 0.522 -0.139 -0.160 0.151
H 4.973 1.800 -2.629 0.055 0.298 -0.459 0.303
H 4.129 1.086 -4.091 0.177 0.011 0.784 0.326
H 3.653 0.732 -2.369 0.015 -0.479 -0.151 0.236
H 3.050 3.119 -2.102 -0.229 -0.044 -0.717 -1.414
H 2.437 4.347 -4.088 -0.838 0.354 -0.304 0.427
H 2.890 3.010 -5.188 -0.256 -0.269 -0.325 0.451
H 5.668 5.488 -3.631 -0.098 -0.101 0.107 0.284
H 4.351 4.998 -2.505 0.055 0.470 -0.343 -0.119
H 4.028 6.130 -3.950 0.341 -1.154 0.477 0.269
H 1.394 1.588 -2.190 -0.137 -0.173 -0.296 -0.326
H 1.504 1.308 -3.836 -0.009 0.178 0.524 0.123
```
Positions in Å, forces in eV/Å.

The calculation puts the highest occupied orbital energy at -9.00 eV. The calculation puts the energy above the lowest of the compared OMol25 structures with the same formula, charge and spin at 0.00 kcal/mol. The charge is 0.



2.
Molecular formula: C4H7IS
Method: DFT, the ωB97M-V functional and the def2-TZVPD basis

XYZ file:
```
13
Properties=species:S:1:pos:R:3:forces:R:3:mulliken_charge:R:1
C -0.942 -0.409 -1.996 -1.854 -1.033 -0.358 -0.286
C 0.506 0.680 1.092 -0.638 -2.588 1.524 -0.823
C 0.857 -0.438 0.179 -0.446 -0.249 -1.526 -0.138
C 1.959 -0.395 -0.518 3.242 1.248 0.138 -0.512
S -2.600 -0.543 -1.463 1.877 -0.020 -0.619 -0.054
I 2.513 -1.682 -2.114 -0.220 0.441 0.682 -0.012
H -0.722 -1.454 -2.471 -0.501 1.356 0.818 0.161
H 1.465 1.137 1.345 -0.601 1.139 -0.450 0.348
H -0.379 1.159 0.576 1.206 0.312 1.246 0.185
H 0.277 0.127 2.079 -0.556 1.293 -1.209 0.235
H -2.767 0.704 -0.964 0.123 -0.122 -0.114 0.143
H 0.124 -1.145 -0.204 -0.209 -0.120 0.798 0.488
H 2.768 0.401 -0.229 -1.423 -1.658 -0.929 0.264
```
Positions in Å, forces in eV/Å.

The calculation puts the highest occupied orbital energy at -8.76 eV. The calculation puts the energy above the lowest of the compared OMol25 structures with the same formula, charge and spin at 88.19 kcal/mol. The charge is 0.



3.
Molecular formula: C36H49B2N7O16Pb
Method: DFT, the ωB97M-V functional and the def2-TZVPD basis

XYZ file:
```
111
Properties=species:S:1:pos:R:3:forces:R:3:mulliken_charge:R:1
Pb 0.347 -4.037 4.220 0.177 1.706 -1.140 1.371
O 0.850 3.130 0.404 0.772 3.682 0.111 -0.071
C 0.601 2.021 0.275 -0.879 -3.504 -0.154 0.089
O -0.117 1.258 1.129 0.008 -1.103 0.495 -0.751
B -0.198 -0.119 0.615 0.176 2.321 -0.969 1.600
O 0.751 -0.181 -0.482 -0.717 -0.700 -0.087 -0.351
C 1.090 1.075 -0.845 -1.263 -0.760 3.113 0.341
O 1.776 1.356 -1.726 1.993 0.857 -3.180 -0.531
O -1.631 -0.323 0.256 0.464 -0.920 0.039 -0.824
C -2.127 -1.301 0.971 0.023 1.194 0.207 -0.073
O -3.234 -1.714 0.940 -0.777 -0.842 0.145 -0.537
C -1.000 -1.778 1.922 0.814 0.084 -1.631 0.412
O 0.094 -1.206 1.583 0.157 0.419 0.660 0.549
O -1.037 -2.716 2.687 -0.653 -1.682 1.966 -0.692
O 4.082 6.250 3.801 -0.997 2.840 0.964 -0.544
C 4.351 5.210 3.366 1.004 -2.750 -0.471 0.268
O 5.570 4.656 3.407 0.384 -0.423 -0.077 -0.635
B 5.534 3.318 2.833 -0.073 0.045 -0.061 1.198
O 4.166 3.158 2.320 0.172 -1.146 -0.097 -0.103
C 3.409 4.156 2.731 1.621 1.010 0.017 0.494
O 2.254 4.275 2.599 -2.253 -0.133 -0.017 -0.502
O 6.511 3.118 1.755 0.156 0.484 -0.367 -0.569
C 7.359 2.156 2.052 -1.403 -0.221 0.803 0.636
O 8.266 1.770 1.405 1.334 -0.386 -1.024 -0.602
C 6.868 1.516 3.379 -0.157 2.378 -1.079 0.559
O 5.860 2.227 3.804 -1.175 0.699 0.206 -0.589
O 7.358 0.621 3.944 1.254 -2.789 1.263 -0.606
C -5.066 4.131 -1.579 0.022 -0.719 0.359 -1.156
C -4.800 2.864 -0.774 0.048 -1.420 -0.096 -0.642
C -3.324 2.526 -0.466 -0.291 0.427 -0.756 0.464
C -2.582 3.617 0.157 -0.326 -0.670 -0.345 0.227
N -1.974 4.470 0.610 0.313 0.730 0.373 -0.516
H -5.998 3.930 -2.104 -0.182 0.570 0.010 0.398
H -4.299 4.288 -2.337 0.108 0.104 0.062 0.264
H -5.134 4.987 -0.918 -0.056 0.279 -0.192 0.316
H -5.123 2.010 -1.391 0.032 0.127 0.048 0.246
H -5.430 2.752 0.113 0.151 0.508 0.081 0.409
H -2.888 2.330 -1.455 0.313 0.096 0.230 0.239
H -3.183 1.611 0.102 -0.230 0.001 0.180 -0.206
C -5.541 -2.964 -0.825 -1.043 -0.976 -0.388 -0.518
C -6.706 -2.502 -1.706 0.755 1.371 -0.321 -0.529
C -6.908 -3.347 -2.964 -0.118 -0.633 -0.266 -0.720
C -7.792 -4.493 -2.732 1.453 1.938 -0.450 0.285
N -8.393 -5.421 -2.505 -1.443 -2.015 0.509 -0.454
H -4.591 -2.513 -1.081 0.117 0.035 -0.060 0.253
H -5.492 -4.056 -0.955 -0.007 0.572 -0.240 0.142
H -5.757 -2.823 0.230 0.119 0.338 -0.075 0.143
H -6.479 -1.498 -2.087 -0.048 -0.009 0.226 0.158
H -7.600 -2.369 -1.104 -0.259 -0.349 -0.202 0.422
H -5.976 -3.798 -3.326 0.125 0.248 0.275 0.275
H -7.263 -2.781 -3.826 -0.301 0.126 0.206 0.415
C 5.182 3.267 -2.132 -0.031 0.286 0.424 -1.132
C 5.206 1.772 -2.331 -0.169 -0.811 -0.038 0.003
C 6.096 1.013 -1.347 0.621 0.523 0.557 0.470
C 5.944 -0.428 -1.517 0.428 2.374 0.271 0.217
N 5.759 -1.530 -1.684 -0.442 -2.456 -0.241 -0.582
H 4.775 3.458 -1.134 0.230 0.248 0.001 0.118
H 4.537 3.797 -2.831 -0.068 -0.290 -0.199 0.270
H 6.163 3.737 -2.226 0.070 -0.151 0.190 0.453
H 5.534 1.464 -3.325 -0.206 0.188 -0.164 0.396
H 4.222 1.344 -2.141 -0.274 0.271 -0.479 -0.027
H 5.861 1.259 -0.306 -0.159 0.033 -0.087 -0.640
H 7.145 1.306 -1.444 0.026 -0.216 -0.083 0.482
C -5.829 -6.157 1.034 0.487 0.090 0.484 -1.185
C -4.476 -5.402 0.852 -0.251 -0.935 -0.188 -0.211
C -4.079 -4.583 2.073 -0.499 -0.235 0.457 0.523
C -5.008 -3.518 2.437 0.165 -0.323 -0.178 0.301
N -5.753 -2.725 2.783 -0.453 0.495 0.232 -0.576
H -5.749 -7.217 0.791 0.121 0.128 -0.375 0.387
H -6.640 -5.731 0.451 -0.080 0.102 0.047 0.248
H -6.106 -6.173 2.095 -0.163 0.293 -0.154 0.312
H -4.492 -4.787 -0.047 0.410 -0.457 0.486 0.192
H -3.714 -6.180 0.731 0.148 0.255 -0.069 0.418
H -3.091 -4.129 2.007 0.087 -0.192 -0.038 -0.765
H -4.165 -5.275 2.919 0.547 0.082 0.090 0.496
C -0.676 -3.492 -1.306 0.194 -0.099 0.583 -0.795
C 0.797 -3.874 -1.348 -0.202 -0.532 -0.874 -0.449
C 1.187 -4.913 -0.288 0.929 -0.245 -0.313 -0.833
C 1.370 -4.388 1.046 -0.991 -1.045 -2.165 0.554
N 1.530 -3.917 2.062 -0.954 -0.385 2.993 -0.570
H -0.884 -2.762 -2.081 -0.181 0.106 0.061 0.375
H -0.915 -3.072 -0.323 -0.029 0.164 -0.231 -0.180
H -1.339 -4.353 -1.413 0.103 -0.036 -0.212 0.539
H 1.434 -2.990 -1.386 0.080 -0.027 0.500 0.279
H 1.009 -4.384 -2.296 -0.117 0.100 0.056 0.431
H 2.155 -5.377 -0.523 0.007 0.219 -0.124 0.431
H 0.508 -5.769 -0.274 -0.271 0.243 0.177 0.417
C 3.358 -2.135 1.279 0.463 -0.973 0.265 -1.206
C 3.722 -0.906 2.067 0.339 0.084 0.371 -0.257
C 2.670 -0.253 2.992 -0.284 0.493 -1.270 0.993
C 1.979 -1.170 3.843 1.093 1.119 -0.878 0.336
N 1.429 -1.929 4.486 -1.235 -2.008 1.096 -0.796
H 4.216 -2.436 0.676 0.079 0.258 -0.150 0.558
H 2.507 -2.037 0.604 -0.010 0.389 0.091 -0.118
H 3.164 -3.010 1.915 0.595 0.940 -0.110 0.374
H 4.000 -0.153 1.344 0.184 0.551 0.071 -0.078
H 4.580 -1.090 2.711 0.279 -0.142 -0.269 0.482
H 1.890 0.176 2.342 0.102 0.189 0.477 -0.787
H 3.142 0.552 3.556 -0.119 0.071 0.155 0.629
C -0.289 6.016 -3.321 -0.072 -0.487 0.002 -1.188
C 1.177 5.599 -3.374 -0.671 0.008 -0.560 -0.718
C 1.614 4.793 -2.162 -0.256 0.376 0.233 1.830
C 1.615 5.586 -0.936 0.497 -0.548 -1.072 0.282
N 1.656 6.194 0.023 -0.020 0.942 1.116 -0.578
H -0.565 6.576 -4.214 -0.040 0.094 0.051 0.399
H -0.546 6.587 -2.430 0.106 0.104 0.007 0.346
H -0.888 5.098 -3.305 -0.146 0.166 0.024 0.213
H 1.798 6.477 -3.556 0.225 -0.092 0.266 0.383
H 1.286 4.950 -4.249 0.158 0.058 0.006 0.379
H 2.600 4.394 -2.366 0.121 -0.207 0.368 -0.956
H 0.929 3.978 -1.923 0.074 -0.193 -0.485 -0.344
```
Positions in Å, forces in eV/Å.

The calculation puts the highest occupied orbital energy at -8.53 eV. The calculation puts the energy above the lowest of the compared OMol25 structures with the same formula, charge and spin at 103.70 kcal/mol. The charge is 0.